Here is a molecular structure, C56H47AsF9O3PSTcTe4 from the Open Molecules 2025 dataset. Energies are from ωB97M-V with the def2-TZVPD basis set.

```
123
Properties=species:S:1:pos:R:3:forces:R:3:mulliken_spin:R:1
Tc -0.9742 0.7486 0.8924 -0.2926 -0.3219 -0.4180 1.042
Te 0.1485 1.6448 3.1647 0.5279 -0.1301 0.8242 -0.033
Te 1.4915 3.6732 4.3124 -0.1877 0.0564 -0.2260 0.063
Te -3.2643 3.3423 4.7673 -0.0299 -0.0688 -0.1153 -0.003
Te -2.6060 1.5710 2.9714 -0.2555 0.5835 0.2121 0.006
F -6.2362 2.8996 2.8206 0.0050 0.0304 0.0158 0.000
C -6.7293 1.7036 3.1241 -0.0099 -0.0794 -0.0597 0.000
F -8.0659 1.7621 2.9054 -0.0222 0.0187 0.0255 0.000
F -6.5630 1.5061 4.4390 -0.0015 0.0219 0.0152 0.000
C -6.0204 0.5789 2.2980 0.0510 -0.1180 0.0689 0.001
O -4.7001 0.7229 2.2650 -0.0124 0.1360 -0.0747 0.005
C -6.3844 -0.8059 2.9350 -0.0312 0.0810 -0.0091 -0.001
F -5.6549 -1.0316 4.0273 0.0024 -0.0280 0.0040 0.000
F -7.6832 -0.9216 3.2959 -0.0223 -0.0254 0.0112 0.000
F -6.1325 -1.8074 2.0750 0.0034 -0.0331 0.0073 0.000
C -6.5940 0.6161 0.8382 -0.0052 -0.0326 0.0823 0.001
F -6.6182 1.8747 0.3679 -0.0099 0.0174 -0.0200 0.000
F -7.8618 0.1432 0.7536 -0.0130 -0.0019 -0.0342 0.000
F -5.8532 -0.1039 0.0056 -0.0139 0.0026 -0.0160 0.002
C 1.3682 5.7358 -1.0942 0.0383 0.0099 0.0115 -0.008
C 1.7059 4.7727 -0.1206 -0.0202 -0.0267 -0.0174 0.006
C 0.8440 3.7495 0.1585 -0.0160 0.0435 -0.0824 -0.005
C -0.4058 3.6040 -0.5011 -0.0529 0.1131 0.0680 -0.038
C -1.2931 2.4984 -0.2248 0.0041 0.0175 -0.1732 -0.027
C -2.5527 2.5918 -0.8071 0.0434 0.0217 -0.0411 -0.030
C -2.9188 3.6183 -1.7038 0.0217 -0.0185 0.0235 -0.013
C -2.0345 4.5990 -2.0461 -0.0693 -0.0120 -0.0236 0.018
C -0.7614 4.6210 -1.4354 0.0874 -0.0370 0.0820 -0.019
C 0.1611 5.6602 -1.7254 -0.0306 -0.0128 -0.0134 0.009
H 2.0550 6.5436 -1.3200 0.0029 0.0039 -0.0038 0.000
H 2.6390 4.8478 0.4247 -0.0005 -0.0011 0.0149 0.000
H 1.1087 3.0289 0.9167 0.0060 -0.0169 0.0175 -0.019
H -3.2955 1.8334 -0.5931 0.0225 -0.0036 0.0068 0.015
H -3.9177 3.6100 -2.1270 -0.0012 -0.0039 -0.0017 0.000
H -2.2988 5.3796 -2.7516 0.0012 0.0061 -0.0023 0.001
H -0.1263 6.4108 -2.4550 -0.0054 0.0037 -0.0021 0.000
S -2.6270 -0.7076 0.0663 0.1210 -0.2861 -0.1177 0.034
C -2.5401 -1.5588 -1.4784 -0.1165 0.1820 -0.1459 0.002
C -2.6053 -0.8621 -2.6929 0.0538 -0.0151 0.0405 0.011
C -2.6659 -1.5386 -3.9026 0.0008 0.0457 0.0377 -0.001
C -2.6908 -2.9284 -3.9317 0.0218 -0.0193 -0.0405 0.007
C -2.6433 -3.6305 -2.7351 0.0548 0.0094 0.0641 -0.003
C -2.5626 -2.9566 -1.5246 -0.0070 0.1041 -0.0093 0.007
H -2.6058 0.2226 -2.6661 0.0006 -0.0076 -0.0013 -0.003
H -2.7104 -0.9773 -4.8291 -0.0003 0.0133 -0.0008 -0.001
H -2.7522 -3.4563 -4.8762 0.0025 -0.0003 0.0005 0.001
H -2.6574 -4.7146 -2.7440 -0.0045 -0.0086 0.0097 0.000
H -2.5174 -3.5047 -0.5919 -0.0097 -0.0177 0.0103 0.000
C 1.2272 1.1161 -1.8795 -0.1163 0.0429 -0.1122 0.006
C 2.3873 0.6487 -2.7680 0.0214 0.0775 -0.0461 0.000
As 3.8759 1.9437 -2.9518 -0.0054 0.0151 -0.1353 0.000
C 3.8070 2.1734 -4.8989 0.0232 0.0267 -0.0067 0.000
C 3.7532 1.1003 -5.7868 0.0056 0.0016 -0.0216 0.000
C 3.6752 1.3167 -7.1538 0.0003 -0.0019 0.0076 0.000
C 3.6476 2.6139 -7.6533 -0.0030 0.0131 0.0185 0.000
C 3.6986 3.6891 -6.7800 -0.0068 -0.0145 -0.0017 0.000
C 3.7790 3.4670 -5.4094 -0.0027 -0.0341 0.0033 0.000
C 5.3502 0.6516 -2.8836 0.0228 0.0026 -0.0318 0.000
C 5.4153 -0.2515 -1.8232 -0.0511 -0.0305 0.0195 0.001
C 6.4853 -1.1267 -1.7035 0.0203 0.0008 -0.0191 -0.001
C 7.5122 -1.1076 -2.6375 -0.0191 0.0112 -0.0014 0.000
C 7.4627 -0.2045 -3.6904 -0.0139 -0.0010 0.0206 0.000
C 6.3904 0.6699 -3.8098 0.0145 0.0001 0.0256 0.000
P 0.9176 0.2123 -0.2997 -0.2015 -0.0097 0.2497 -0.048
C 2.4217 0.5379 0.7024 0.0709 0.0124 -0.0311 0.020
C 3.3210 1.5547 0.3969 -0.0256 -0.0568 -0.0019 0.001
C 4.3824 1.8527 1.2445 -0.0414 -0.0140 -0.0289 0.000
C 4.5515 1.1433 2.4203 -0.0160 -0.0040 -0.0061 -0.004
C 3.6415 0.1486 2.7576 0.0496 -0.0152 0.0117 -0.011
C 2.5829 -0.1435 1.9150 0.0386 -0.0402 -0.0576 -0.029
C 1.2818 -1.4904 -0.9543 0.0999 -0.0534 0.0394 0.006
C 2.2532 -2.3573 -0.4517 -0.1060 0.0550 -0.0186 -0.004
C 2.5406 -3.5602 -1.0863 0.0286 0.0184 0.0427 0.001
C 1.8798 -3.9150 -2.2505 -0.0102 -0.0176 -0.0171 -0.002
C 0.9169 -3.0615 -2.7685 -0.0437 0.0134 0.0489 0.002
C 0.6188 -1.8736 -2.1187 -0.0263 -0.0320 -0.0547 -0.008
H 0.2742 1.0065 -2.4076 0.0428 0.0423 0.0102 0.006
H 1.2801 2.1802 -1.6433 0.0461 -0.0574 0.0066 -0.005
H 2.0301 0.4638 -3.7817 -0.0040 -0.0283 0.0162 0.000
H 2.8165 -0.2892 -2.4228 0.0503 -0.0101 0.0297 0.000
H 3.7766 0.0857 -5.4049 0.0023 -0.0038 -0.0039 0.000
H 3.6311 0.4731 -7.8317 -0.0001 -0.0050 -0.0039 0.000
H 3.5808 2.7828 -8.7210 0.0001 0.0015 -0.0050 0.000
H 3.6690 4.7021 -7.1619 -0.0002 0.0051 -0.0016 0.000
H 3.8087 4.3081 -4.7263 -0.0006 0.0079 -0.0020 0.000
H 4.6257 -0.2783 -1.0784 0.0503 0.0059 -0.0243 0.001
H 6.5123 -1.8243 -0.8757 0.0007 -0.0035 0.0052 0.000
H 8.3461 -1.7924 -2.5451 0.0046 -0.0042 0.0005 0.000
H 8.2589 -0.1808 -4.4248 0.0060 -0.0006 -0.0034 0.000
H 6.3622 1.3661 -4.6397 0.0011 0.0016 -0.0072 0.000
H 3.1802 2.1573 -0.4914 -0.0024 -0.0144 0.1048 0.002
H 5.0572 2.6599 0.9889 0.0137 0.0166 -0.0050 0.000
H 5.3594 1.3925 3.0960 0.0022 -0.0012 0.0097 0.000
H 3.7309 -0.3699 3.7040 -0.0018 -0.0051 -0.0041 -0.001
H 1.8408 -0.8727 2.2220 0.0307 -0.0556 -0.0410 0.012
H 2.8169 -2.0938 0.4290 0.0294 0.0511 0.1117 0.000
H 3.3005 -4.2120 -0.6714 0.0016 0.0021 0.0069 0.000
H 2.1147 -4.8461 -2.7522 0.0008 -0.0037 -0.0004 0.000
H 0.3827 -3.3179 -3.6738 -0.0230 -0.0009 -0.0170 0.000
H -0.1314 -1.2245 -2.5458 -0.0381 0.0012 -0.0173 -0.002
C -2.3336 -5.7276 7.1856 -0.0023 0.0280 -0.0179 0.000
C -2.2358 -4.5243 6.2831 -0.0036 -0.0239 0.0192 0.000
C -1.7333 -3.3199 6.7538 0.0218 -0.0002 0.0299 0.000
C -1.6352 -2.1989 5.9344 -0.0184 -0.0133 -0.0073 -0.003
C -1.1026 -0.8969 6.4689 0.0007 0.0108 0.0314 -0.003
C -2.0413 -2.3208 4.6075 0.0139 0.0165 -0.0237 0.003
C -2.5430 -3.5200 4.0971 -0.0124 -0.0094 -0.0291 -0.002
C -2.9790 -3.6193 2.6602 -0.0097 -0.0370 0.0162 0.012
C -2.6410 -4.6077 4.9554 0.0285 0.0324 0.0074 0.000
C -1.9359 -1.1344 3.6994 -0.2985 0.0442 0.0403 -0.002
O -2.6966 -0.1351 4.0950 0.3212 -0.2470 -0.1608 0.009
O -1.2224 -1.1440 2.7088 0.2051 0.0870 0.0247 0.024
H -2.1355 -5.4573 8.2229 0.0023 0.0005 0.0059 0.000
H -1.6124 -6.4950 6.8952 0.0043 -0.0085 0.0007 0.000
H -3.3271 -6.1766 7.1355 -0.0057 -0.0043 -0.0007 0.000
H -1.4126 -3.2429 7.7880 0.0004 0.0017 0.0023 0.000
H -0.6310 -1.0442 7.4407 -0.0009 -0.0120 0.0057 0.000
H -1.9035 -0.1638 6.5761 0.0052 0.0005 0.0049 0.000
H -0.3669 -0.4528 5.7949 -0.0072 -0.0001 0.0009 0.001
H -3.6692 -2.8173 2.3940 -0.0034 0.0191 -0.0110 -0.005
H -3.4697 -4.5750 2.4715 0.0023 0.0023 0.0141 0.000
H -2.1251 -3.5177 1.9896 0.0087 0.0113 -0.0098 -0.002
H -3.0459 -5.5414 4.5775 -0.0031 -0.0015 -0.0091 0.000
```
Positions in Å, forces in eV/Å.

- Spin multiplicity: 2
- Orbital gap (spin up / spin down): 5.37 / 5.37 eV
- Electronic energy: -7415.03579 hartree
- Energy relative to the best compared isomer or geometry (same formula, charge and spin): 225.0 kJ/mol
- Charge: -2
- E_LUMO (spin up / spin down): 3.4964 / 3.4963 eV


Here is a molecular structure, C56H47AsN2O9P2S2Ti from the Open Molecules 2025 dataset. Energies are from ωB97M-V with the def2-TZVPD basis set.

```
120
Properties=species:S:1:pos:R:3:forces:R:3:mulliken_spin:R:1
Ti 0.1424 -0.2946 1.4164 0.1044 0.1325 -0.3103 0.014
O 0.7303 -1.8034 0.2353 0.1087 -0.0145 0.1268 0.003
S 1.1050 -1.4149 -1.2274 -0.1653 0.0809 -0.0028 0.032
C 2.7787 -1.9958 -1.3912 -0.0060 0.0167 -0.0495 -0.013
C 3.1066 -3.0858 -0.6165 0.0540 0.0013 -0.0311 -0.001
C 4.3458 -3.7402 -0.7350 0.0113 0.0024 -0.0082 -0.003
C 5.2183 -3.2980 -1.6926 -0.0395 -0.0162 0.0334 0.002
C 6.5745 -3.8097 -2.1089 0.0083 -0.0382 -0.0017 0.000
C 7.0345 -2.8548 -3.2424 0.0273 0.0039 -0.0100 0.000
C 5.8982 -1.8749 -3.4055 0.0096 0.0176 -0.0119 -0.002
C 5.7247 -0.8141 -4.2429 0.0155 -0.0258 -0.0025 0.001
C 4.5605 -0.0237 -4.0979 -0.0466 0.0021 0.0497 0.004
C 3.5593 -0.2844 -3.1861 0.0770 0.0006 -0.0268 0.006
P 2.1453 0.8612 -2.9255 -0.0444 -0.0562 0.0078 -0.047
C 2.5471 2.2561 -4.0371 0.0244 0.0116 0.0364 0.009
C 2.0740 2.1770 -5.3473 -0.0271 -0.0185 -0.0316 0.003
C 2.3432 3.1870 -6.2583 -0.0006 -0.0049 -0.0048 0.001
C 3.0657 4.3042 -5.8601 -0.0001 -0.0018 0.0189 0.000
C 3.5177 4.4035 -4.5520 -0.0009 0.0065 -0.0028 0.002
C 3.2662 3.3833 -3.6433 0.0064 0.0159 0.0125 0.006
C 2.6395 1.4945 -1.2588 -0.0350 0.0070 0.0762 0.247
C 1.8795 3.1287 0.5737 -0.0535 0.0113 -0.0192 0.041
C 2.8068 2.8050 1.7036 0.0729 -0.0708 0.0117 0.289
C 4.0115 2.2068 1.5735 -0.0600 0.0226 0.0219 -0.071
C 4.5651 1.6882 0.3820 0.0325 -0.0025 0.0028 0.382
C 3.9452 1.4255 -0.8560 -0.0168 -0.0288 -0.0279 -0.066
C 3.6833 -1.4505 -2.3586 0.0221 0.0442 0.0273 -0.008
C 4.8788 -2.1795 -2.4788 -0.0500 0.0126 0.0029 0.003
C 0.2157 -2.6027 -2.2170 0.1373 -0.0544 -0.0550 -0.002
C 0.9283 -3.1687 -3.2517 -0.0377 -0.0206 0.0350 0.000
C 0.3639 -4.0520 -4.1879 -0.0006 -0.0013 0.0102 0.001
C -0.9514 -4.3661 -4.0424 0.0384 -0.0021 -0.0166 0.000
C -1.8231 -5.2950 -4.8453 0.0043 -0.0167 -0.0079 0.000
C -3.2248 -5.1712 -4.2047 -0.0223 0.0006 0.0006 0.000
C -3.0383 -4.2068 -3.0640 -0.0028 0.0095 0.0148 0.000
C -3.9392 -3.7158 -2.1669 0.0031 0.0085 0.0057 0.000
C -3.4731 -2.7845 -1.2304 0.0243 -0.0025 -0.0106 0.000
C -2.1617 -2.3425 -1.1261 -0.1049 -0.0424 -0.0061 0.001
P -2.0704 -1.0476 0.1762 0.3752 -0.0025 0.1683 -0.001
C -3.1731 0.1954 -0.5456 0.0539 0.1274 0.0421 0.000
C -4.4013 0.5772 -0.0256 -0.0703 -0.0330 -0.0306 0.000
C -5.1733 1.5213 -0.6939 -0.0118 0.0226 0.0044 0.000
C -4.7239 2.0823 -1.8778 0.0136 0.0102 0.0057 0.000
C -3.4944 1.6979 -2.4043 -0.0791 -0.0482 -0.0265 0.000
C -2.7220 0.7620 -1.7398 -0.0728 -0.1242 -0.0612 0.000
C -2.8385 -1.8454 1.6178 -0.1123 0.0442 0.0145 0.000
C -3.4278 -1.0882 2.6319 0.0108 -0.0305 0.0269 0.000
C -3.8185 -1.6933 3.8162 0.0124 -0.0046 0.0174 0.000
C -3.6000 -3.0489 4.0157 -0.0180 0.0223 0.0166 0.000
C -3.0094 -3.8049 3.0150 0.0127 -0.0152 -0.0344 0.000
C -2.6387 -3.2110 1.8195 0.0328 0.0170 0.0552 0.000
C -1.1908 -2.8510 -2.0518 -0.0148 0.0051 -0.0330 -0.001
C -1.6997 -3.7709 -3.0016 -0.0287 -0.0041 -0.0034 0.001
H 2.3817 -3.4536 0.0978 -0.0251 0.0049 0.0047 0.001
H 4.5664 -4.5861 -0.0968 0.0144 0.0112 -0.0154 0.000
H 6.5019 -4.8420 -2.4553 0.0032 0.0084 0.0098 0.000
H 7.2682 -3.8106 -1.2670 -0.0135 0.0106 -0.0043 0.000
H 7.2324 -3.3935 -4.1699 -0.0153 0.0085 0.0063 0.000
H 7.9568 -2.3349 -2.9786 -0.0085 -0.0092 -0.0031 0.000
H 6.4674 -0.5397 -4.9819 -0.0079 -0.0025 0.0123 0.000
H 4.4731 0.8620 -4.7151 0.0022 -0.0092 -0.0026 0.001
H 1.4899 1.3158 -5.6559 0.0190 0.0115 0.0184 0.000
H 1.9806 3.1076 -7.2752 0.0022 0.0040 0.0101 0.000
H 3.2682 5.0991 -6.5663 -0.0003 -0.0084 0.0053 0.000
H 4.0734 5.2776 -4.2358 -0.0086 -0.0142 -0.0057 0.000
H 3.6217 3.4726 -2.6238 -0.0132 -0.0037 -0.0208 -0.002
H 0.9457 3.4830 1.0239 -0.0679 -0.0436 0.0163 -0.012
H 2.4959 3.1269 2.6890 -0.0038 0.0063 0.0045 -0.015
H 4.6306 2.1304 2.4607 -0.0046 0.0010 -0.0072 0.008
H 5.6131 1.4138 0.4292 -0.0161 0.0043 0.0009 -0.006
H 4.6442 1.0521 -1.5954 -0.0089 -0.0131 -0.0291 0.001
H 1.9779 -2.9370 -3.3562 -0.0130 -0.0079 -0.0075 -0.002
H 0.9785 -4.4667 -4.9763 -0.0128 0.0066 0.0165 0.000
H -1.4413 -6.3155 -4.7904 -0.0029 0.0035 -0.0027 0.000
H -1.8256 -5.0164 -5.8995 -0.0020 0.0078 0.0046 0.000
H -3.5999 -6.1309 -3.8477 0.0052 0.0004 0.0040 0.000
H -3.9627 -4.7883 -4.9108 0.0026 -0.0015 -0.0017 0.000
H -4.9822 -4.0057 -2.1696 0.0198 0.0029 -0.0038 0.000
H -4.2037 -2.3804 -0.5402 -0.0116 -0.0012 0.0086 0.000
H -4.7823 0.1322 0.8836 0.0066 0.0121 -0.0685 0.000
H -6.1329 1.8103 -0.2847 0.0158 0.0012 -0.0128 0.000
H -5.3293 2.8152 -2.3952 0.0041 -0.0102 0.0054 0.000
H -3.1401 2.1268 -3.3329 0.0014 0.0009 -0.0075 0.000
H -1.7568 0.4775 -2.1512 0.0006 -0.0029 0.0153 0.001
H -3.5582 -0.0225 2.5202 0.0415 0.0139 0.0156 0.000
H -4.2782 -1.0941 4.5922 0.0030 -0.0038 0.0066 0.000
H -3.8810 -3.5143 4.9514 0.0016 0.0066 -0.0087 0.000
H -2.8196 -4.8586 3.1697 -0.0039 0.0091 0.0005 0.000
H -2.1608 -3.8110 1.0581 0.0204 -0.0162 -0.0456 0.000
O 2.0010 -1.1746 4.5336 -0.0637 -0.0744 0.0581 -0.001
As 0.3311 -1.6852 4.4295 -0.1600 0.2301 -0.2364 -0.001
O 0.1072 -3.1316 5.1089 -0.0116 -0.1029 0.0362 0.000
O 0.0060 -1.5876 2.7362 0.2890 0.0215 0.0124 0.001
C -0.7868 -0.3363 5.2515 0.0118 -0.0911 0.1092 0.001
C -1.3515 -0.7738 6.4427 -0.0273 0.0166 0.0159 0.000
C -2.2052 0.0509 7.1678 0.0052 0.0155 -0.0189 0.000
C -2.5089 1.3196 6.7049 0.0166 -0.0214 -0.0135 0.000
C -1.9604 1.7685 5.5098 -0.0579 0.0581 0.0261 0.000
C -1.1101 0.9434 4.7940 -0.0059 0.0387 -0.0931 -0.002
S -0.4887 1.5607 3.2645 -0.0565 -0.1250 0.0795 0.025
O 0.8288 0.9147 3.0779 0.1104 0.0358 0.0124 -0.008
O -0.5397 2.9825 3.2595 -0.0047 -0.0145 0.0733 -0.001
O -1.3025 0.9096 2.1719 -0.2331 0.1674 0.0095 0.001
H 2.4675 -1.8855 4.9972 0.0417 0.0321 0.0025 0.000
H -1.1227 -1.7732 6.7911 0.0127 -0.0097 -0.0015 0.000
H -2.6275 -0.3042 8.0986 0.0033 0.0019 -0.0085 0.000
H -3.1656 1.9670 7.2706 0.0034 -0.0070 -0.0095 0.000
H -2.1781 2.7607 5.1357 0.0159 -0.0291 0.0053 0.000
C 2.5296 5.3978 0.3404 -0.0022 -0.0092 -0.0104 -0.006
O 2.3810 4.1390 -0.2935 0.0123 -0.0159 -0.0211 0.031
C 1.5018 1.9560 -0.3623 -0.0738 0.1528 0.0552 0.083
O 1.0483 0.8912 0.4389 -0.2389 -0.3817 -0.2443 0.044
N 0.4011 2.3606 -1.2445 -0.0604 -0.0473 0.1397 0.015
N -0.7834 2.6771 -0.5207 0.1976 0.1202 0.0315 0.000
H 3.2972 5.3670 1.1178 -0.0028 -0.0107 0.0033 -0.003
H 1.5843 5.7281 0.7857 0.0026 -0.0089 0.0048 0.000
H 2.8301 6.1071 -0.4272 -0.0037 -0.0059 -0.0068 -0.001
H 0.7342 3.1631 -1.7739 0.0835 0.0182 -0.0286 0.012
H -1.5638 2.6013 -1.1582 0.0598 0.0028 0.0872 0.000
H -0.7699 3.6240 -0.1541 0.0416 0.0785 -0.0078 0.000
```
Positions in Å, forces in eV/Å.

- Spin multiplicity: 2
- Orbital gap (spin up / spin down): 6.87 / 6.80 eV
- Electronic energy: -7513.07136 hartree
- Energy relative to the best compared isomer or geometry (same formula, charge and spin): 342.7 kJ/mol
- Charge: +1
- E_LUMO (spin up / spin down): -2.6159 / -3.1142 eV


spin multiplicity of number 2 (C56H47AsN2O9P2S2Ti)? 2